50
Properties=species:S:1:pos:R:3:forces:R:3 method="wB97M-V/def2-TZVPD" relative_energy_kj_mol=18.39 multiplicity=5 total_charge=+2 homo_lumo_gap_ev="7.13 / 6.08"
Co 0.998 -0.031 1.108 -0.6 0.5 -0.2
C 5.595 -3.252 1.171 0.0 0.0 0.0
C 4.208 -3.442 1.133 0.0 0.0 0.0
C 3.380 -2.359 1.260 0.0 -0.1 0.0
C 3.931 -1.063 1.431 -0.1 0.0 0.0
C 5.342 -0.883 1.467 0.0 0.0 0.0
C 6.154 -1.975 1.335 0.0 0.0 0.0
N 3.039 -0.035 1.529 0.3 0.0 0.0
N 3.554 1.148 1.704 -0.2 0.0 0.0
C 2.687 2.185 1.617 0.3 -0.2 0.0
C 3.256 3.464 1.898 -0.1 0.1 0.0
C 2.460 4.562 1.773 0.0 0.0 0.0
C 1.117 4.389 1.366 0.1 0.1 0.0
C 0.568 3.131 1.104 0.0 -0.1 0.0
C 1.316 1.977 1.215 0.2 0.0 0.1
H 6.249 -4.108 1.069 0.0 0.0 0.0
H 3.801 -4.434 1.002 0.0 0.0 0.0
H 2.304 -2.479 1.217 0.0 0.0 0.0
H 5.747 0.109 1.598 0.0 0.0 0.0
H 7.228 -1.860 1.358 0.0 0.0 0.0
H 4.291 3.531 2.202 0.0 0.0 0.0
H 2.839 5.554 1.973 0.0 0.0 0.0
H 0.499 5.273 1.260 0.0 0.0 0.0
H -0.474 3.086 0.810 0.0 0.0 0.0
N -1.046 -0.360 1.606 0.2 -0.4 0.1
C -1.751 -0.476 0.296 -0.1 0.1 0.1
C -3.098 -1.220 0.434 0.0 -0.1 0.0
C -4.360 -0.576 -0.171 0.0 0.0 0.0
C -4.715 -1.046 -1.577 0.0 -0.1 -0.1
N -3.682 -0.728 -2.552 -0.1 0.1 0.0
C -3.743 0.121 -3.558 -0.1 0.0 0.0
N -2.634 0.333 -4.277 0.0 0.0 0.0
N -4.855 0.794 -3.872 0.0 0.0 0.0
C -0.775 -1.096 -0.727 0.0 -0.1 -0.1
O -1.211 -1.510 -1.796 -0.1 0.0 0.0
O 0.463 -1.110 -0.404 0.2 0.0 0.0
H -1.106 -1.269 2.062 0.0 0.0 0.1
H -1.526 0.286 2.224 0.0 0.1 -0.1
H -1.926 0.546 -0.057 0.0 0.0 0.0
H -3.283 -1.319 1.505 0.0 0.0 0.0
H -2.989 -2.240 0.056 0.0 0.0 0.0
H -4.299 0.515 -0.130 0.0 0.0 0.0
H -5.204 -0.859 0.461 0.0 0.0 0.0
H -5.677 -0.646 -1.891 0.0 0.1 0.1
H -4.833 -2.131 -1.567 0.0 0.0 0.0
H -2.756 -1.123 -2.345 0.2 -0.1 0.1
H -1.809 -0.216 -4.093 0.0 0.0 0.0
H -2.653 0.892 -5.111 0.0 0.0 0.0
H -5.721 0.613 -3.399 0.0 0.0 0.0
H -4.903 1.337 -4.717 0.0 0.0 0.0

118
Properties=species:S:1:pos:R:3:forces:R:3 method="wB97M-V/def2-TZVPD" multiplicity=2 total_charge=-2 homo_lumo_gap_ev="3.90 / 4.69"
Hg 0.096 0.430 -0.803 0.0 -0.3 -0.5
C -3.701 -1.489 -4.759 0.1 -0.5 0.0
C -2.252 -1.963 -4.507 -0.3 0.3 0.1
C -2.029 -3.325 -5.162 0.3 0.2 -0.1
C -1.292 -0.892 -5.002 0.0 0.0 0.5
C -1.465 -0.487 -6.314 0.6 0.4 0.1
C -0.844 0.637 -6.832 -0.1 -0.1 0.2
C -0.063 1.369 -5.948 0.5 0.3 -0.6
C 0.183 0.992 -4.640 0.2 0.0 0.0
C 1.088 1.883 -3.809 -0.3 -0.3 0.2
C 2.429 2.246 -4.465 -0.7 -0.4 -0.3
C 0.289 3.122 -3.365 0.1 -0.1 -0.1
C -0.418 -0.189 -4.106 -0.1 -0.1 -0.7
N -0.183 -0.614 -2.829 0.0 0.3 0.6
C 0.008 -1.947 -2.536 0.2 -0.2 -1.1
C -0.113 -2.511 -1.321 0.1 0.0 -0.2
N -0.502 -1.776 -0.225 -0.3 0.6 0.4
C -0.673 -2.336 0.988 0.1 -1.0 -0.6
C -0.792 -1.528 2.150 -0.3 0.3 0.3
C -0.504 -2.039 3.382 0.4 -0.9 0.9
C -0.225 -3.403 3.557 0.2 0.4 0.1
C -0.404 -4.231 2.469 -0.3 -0.4 0.5
C -0.761 -3.757 1.225 0.3 0.1 -0.4
C -1.325 -4.777 0.239 -0.2 0.4 0.0
C -2.601 -5.415 0.803 0.0 -0.5 -0.1
C -0.364 -5.883 -0.159 0.2 0.1 0.0
C -1.410 -0.165 2.063 0.5 -0.1 -0.3
C -0.827 0.804 3.056 -0.1 0.4 0.6
C -2.926 -0.280 2.090 0.1 0.5 -0.5
H -4.434 -2.063 -4.185 0.1 -0.1 0.1
H -3.950 -1.642 -5.813 0.0 0.2 0.0
H -3.845 -0.443 -4.521 0.0 0.2 0.1
H -2.092 -2.060 -3.436 -0.1 -0.1 0.1
H -2.265 -3.264 -6.236 0.0 -0.1 0.2
H -2.646 -4.101 -4.700 0.0 0.0 -0.1
H -0.972 -3.595 -5.069 -0.1 -0.2 0.0
H -2.126 -1.053 -6.929 -0.5 -0.4 -0.4
H -1.001 0.934 -7.866 0.1 0.0 0.2
H 0.471 2.238 -6.342 -0.2 -0.1 0.2
H 1.351 1.282 -2.935 0.0 0.3 0.1
H 2.308 2.904 -5.327 0.0 0.3 0.1
H 2.911 1.350 -4.848 0.1 -0.2 0.1
H 3.062 2.705 -3.721 0.3 0.3 0.2
H -0.026 3.706 -4.256 0.2 -0.2 0.5
H 0.873 3.715 -2.661 0.1 0.2 -0.2
H -0.599 2.819 -2.804 0.0 0.0 -0.2
H 0.394 -2.555 -3.368 -0.1 -0.1 0.2
H 0.267 -3.510 -1.193 0.1 -0.3 0.0
H -0.475 -1.402 4.268 -0.2 -0.1 -0.3
H 0.035 -3.801 4.527 0.1 0.0 0.1
H -0.350 -5.309 2.618 0.0 0.0 0.0
H -1.625 -4.229 -0.652 0.0 0.0 -0.1
H -2.419 -6.040 1.690 0.1 0.3 -0.1
H -3.082 -6.071 0.064 0.1 0.1 0.0
H -3.310 -4.649 1.066 -0.3 0.3 0.2
H -0.194 -6.527 0.697 0.2 -0.2 0.2
H 0.601 -5.515 -0.508 0.0 0.1 0.0
H -0.800 -6.482 -0.949 -0.1 -0.3 -0.2
H -1.163 0.207 1.097 -0.1 0.4 -0.6
H -1.098 0.511 4.076 0.2 0.1 0.1
H -1.231 1.809 2.928 -0.1 0.1 -0.2
H 0.265 0.876 2.964 -0.5 -0.2 0.0
H -3.268 -0.705 3.013 -0.2 -0.3 0.7
H -3.275 -0.919 1.277 0.0 0.1 0.0
H -3.371 0.711 1.972 -0.1 0.0 -0.1
N 4.203 -2.642 -3.713 0.0 -0.5 1.8
N 3.770 -1.991 -2.534 0.3 -1.1 -1.6
N 3.637 -2.603 -1.366 0.2 0.2 -0.4
C 3.013 -1.657 -0.698 -0.2 -0.1 0.6
N 2.784 -0.552 -1.428 -0.2 0.3 0.4
N 3.242 -0.807 -2.603 0.1 0.5 -0.4
H 3.383 -2.929 -4.216 -0.3 0.1 -0.3
H 4.764 -2.003 -4.232 0.1 0.5 -0.4
H 2.684 -1.761 0.315 -0.1 0.0 0.3
N -6.147 0.902 -2.691 0.3 0.0 0.1
C -5.188 1.245 -2.132 -0.2 0.1 -0.1
C -4.084 1.785 -1.433 -0.3 0.2 0.1
C -4.211 3.008 -0.656 -0.9 -0.1 -0.6
C -3.091 3.489 -0.036 0.3 -0.1 0.3
C -1.913 2.800 -0.091 1.2 0.7 0.8
N -1.797 1.620 -0.779 0.0 -0.1 -0.3
C -2.857 1.169 -1.430 0.4 -0.7 0.1
H -5.145 3.534 -0.682 -0.2 0.2 0.1
H -3.087 4.383 0.552 -0.2 0.5 0.2
H -1.008 3.179 0.414 -0.5 -0.3 -0.4
H -2.700 0.219 -1.922 -0.1 -0.1 -0.3
C 0.140 2.354 7.414 0.6 0.0 -0.7
C 1.054 1.505 6.547 0.1 0.0 0.2
C 1.445 0.262 7.026 -0.2 -0.1 0.0
C 2.242 -0.579 6.254 0.1 -0.1 0.1
C 2.698 -0.132 5.034 -0.1 0.7 -0.3
C 2.334 1.135 4.539 0.1 -0.7 -0.1
N 2.717 1.428 3.208 0.0 -0.3 -0.2
C 3.111 2.661 2.725 -0.1 0.1 0.6
C 3.879 3.520 3.525 0.4 0.1 0.3
C 4.254 4.774 3.073 0.2 -0.1 0.5
C 3.873 5.219 1.828 -0.1 0.3 -0.6
C 3.130 4.374 1.027 -0.1 -0.4 0.1
C 2.739 3.098 1.445 0.3 0.3 -0.5
C 1.924 2.274 0.474 -0.5 -0.6 0.3
O 1.602 1.075 0.830 0.2 0.4 0.1
O 1.546 2.775 -0.584 0.1 0.3 -0.1
C 1.467 1.933 5.269 -0.2 0.4 0.5
C 0.931 3.225 4.728 -0.6 0.0 -0.3
H 0.036 1.911 8.386 -0.1 -0.3 0.5
H -0.840 2.415 6.948 -0.2 0.2 0.1
H 0.553 3.359 7.554 -0.2 0.0 -0.1
H 1.056 -0.061 7.994 0.2 0.0 -0.2
H 2.515 -1.573 6.605 -0.1 0.2 0.0
H 3.311 -0.715 4.372 0.2 -0.4 0.0
H 2.247 0.867 2.485 0.2 0.2 0.1
H 4.233 3.195 4.505 -0.3 -0.1 -0.2
H 4.865 5.421 3.695 0.0 -0.1 0.1
H 4.167 6.204 1.467 -0.1 -0.2 0.1
H 2.821 4.683 0.047 -0.1 0.0 -0.3
H 1.552 4.058 5.042 0.1 0.3 0.1
H -0.095 3.382 5.101 0.4 0.1 -0.2
H 0.901 3.257 3.626 0.0 -0.2 0.5

19
Properties=species:S:1:pos:R:3:forces:R:3 method="wB97M-V/def2-TZVPD" relative_energy_kj_mol=139.33 multiplicity=1 total_charge=0 homo_lumo_gap_ev=10.09
C 1.896 1.286 -0.067 1.9 -1.1 2.9
C 0.916 -0.877 -0.285 -0.7 -2.5 -0.7
C 3.380 -0.699 0.600 -3.0 -0.1 -5.2
C 1.955 -0.195 0.073 1.6 0.6 0.7
O -3.785 -1.271 -0.554 -0.1 -1.8 -0.1
O -3.332 1.117 -1.218 1.6 -1.1 0.9
F -4.662 0.578 0.956 0.7 0.2 0.1
Si -3.351 0.126 0.104 -3.7 0.2 -2.0
H 1.521 1.668 0.859 0.2 0.5 1.1
H 2.910 1.593 -0.187 0.6 1.0 -0.2
H 1.263 1.730 -0.712 -2.0 0.8 -2.9
H 0.016 -0.516 -0.708 -0.6 1.1 -0.3
H 0.905 -1.945 -0.375 0.3 -0.7 0.5
H -2.289 0.041 0.945 2.2 0.1 1.4
H 3.923 -0.174 -0.255 0.6 -0.9 1.8
H 3.486 -0.375 1.565 0.9 1.0 2.2
H 3.429 -1.790 0.489 0.2 0.4 0.2
H -4.187 -2.061 -0.154 0.5 0.8 -0.1
H -3.992 1.762 -1.075 -1.1 1.4 -0.1

35
Properties=species:S:1:pos:R:3:forces:R:3 method="wB97M-V/def2-TZVPD" multiplicity=1 total_charge=-1 homo_lumo_gap_ev=8.98
N -1.762 -0.031 2.677 -0.2 -0.1 -0.2
C -1.673 -0.429 1.244 0.2 0.7 0.7
N -1.607 0.713 0.344 -0.2 -0.5 0.1
N -2.915 -1.114 0.961 -0.2 0.0 0.1
C -0.400 -1.283 1.141 0.0 0.0 -0.6
C -0.239 -2.176 -0.103 0.7 0.7 0.3
C 1.218 -2.656 -0.180 -0.3 -0.3 0.7
C 2.193 -1.584 -0.559 0.6 0.2 -0.3
O 2.061 -1.242 -1.964 -0.7 -0.2 0.4
S 0.677 -0.460 -2.159 -0.6 0.5 -0.9
O 0.444 -0.432 -3.564 0.1 -0.4 -0.4
O 0.699 0.769 -1.459 0.5 0.2 0.7
C -0.592 -1.487 -1.430 0.2 -1.0 -0.2
H -2.674 0.404 2.773 0.0 0.0 0.1
H -1.091 0.712 2.849 0.2 -0.1 0.0
H -2.316 1.382 0.617 0.0 0.1 -0.1
H -0.708 1.180 0.393 0.0 0.1 -0.2
H -2.924 -2.070 1.280 0.0 -0.1 0.0
H -3.184 -1.031 -0.006 0.1 -0.1 -0.1
H -0.347 -1.906 2.030 -0.1 -0.1 0.1
H 0.454 -0.611 1.194 0.0 0.2 0.1
H -0.821 -3.084 0.039 -0.5 0.1 -0.2
H 1.514 -3.013 0.808 0.0 -0.1 0.1
H 1.302 -3.515 -0.843 0.1 0.0 -0.3
H 2.070 -0.660 0.001 0.0 0.0 0.2
H 3.213 -1.921 -0.415 0.2 0.0 -0.2
H -1.457 -0.841 -1.380 0.0 0.3 0.1
H -0.795 -2.249 -2.181 0.1 -0.1 -0.2
F 0.947 4.553 -1.835 -0.2 0.5 0.5
P 1.383 4.089 -0.307 0.0 0.2 -0.2
F 1.823 2.859 0.727 0.2 0.6 0.4
F 0.626 4.718 1.034 -0.5 0.1 -0.5
F 2.103 5.583 -0.233 0.5 -0.5 0.4
F 2.798 3.606 -1.016 -0.6 -0.3 -0.3
F -0.020 3.226 -0.480 0.4 -0.5 -0.1

| no. | E (eV) |
| --- | --- |
| 1 | -69687.10427 |
| 2 | -73870.98221 |
| 3 | -19018.97995 |
| 4 | -53513.57350 |